1.
This record from the OMol25 dataset describes one molecule with the formula CH2N2O3S. The level of theory is ωB97M-V/def2-TZVPD.

```
9
CH2N2O3S, DFT ωB97M-V/def2-TZVPD
O -0.19806 -1.22156 2.61459
N 0.15545 -0.36014 1.82837
C 0.05369 -0.69396 0.42501
N 0.91225 0.10642 -0.49705
S 0.16002 1.13626 -1.30495
O 0.78705 1.99025 -2.24869
O -1.26731 1.19680 -1.15318
H -0.93200 -0.48478 0.09636
H 0.32891 -1.66929 0.23953
```

SMILES   O=NCN=S(=O)=O
Energy above the lowest of the compared OMol25 structures with the same formula, charge and spin   92.50 kcal per mole
HOMO level   -0.365 Ha

Löwdin population analysis, charges in e, atoms 1 to 5:
1. O 0.02
2. N -0.02
3. C -0.26
4. N -0.16
5. S 0.75

---

2.
This record from the OMol25 dataset describes one molecule with the formula C20H23FN2O5S. The level of theory is ωB97M-V/def2-TZVPD.

```
52
C20H23FN2O5S, DFT ωB97M-V/def2-TZVPD
C -7.50664 -2.77194 1.71955
C -6.33162 -2.49995 0.80100
O -6.44576 -1.15656 0.30892
C -5.51525 -0.76120 -0.55547
O -4.59381 -1.43173 -0.92810
C -5.79690 0.67079 -1.01278
O -4.75755 1.20390 -1.78784
C -3.53687 1.39268 -1.22218
C -2.53660 1.83489 -2.09313
C -1.26505 2.08449 -1.62230
C -0.98555 1.89249 -0.28094
S 0.65336 2.18480 0.35769
O 0.56451 2.86996 1.61462
O 1.45488 2.78411 -0.67654
N 1.11764 0.60306 0.69949
C 1.48392 -0.17412 -0.46502
C 2.91809 0.11292 -0.91277
N 3.82639 -0.09291 0.20396
C 5.15591 -0.39294 -0.05614
C 6.22454 0.30884 0.51123
C 7.53760 -0.06060 0.28603
C 7.84063 -1.14083 -0.52257
C 6.80696 -1.85938 -1.09936
C 5.50204 -1.49076 -0.85632
F 4.52522 -2.25529 -1.41435
C 3.49923 0.77592 1.31507
C 2.07314 0.45956 1.77564
C -1.96285 1.45857 0.59062
C -3.24288 1.20994 0.12805
H -8.44095 -2.65850 1.17692
H -7.43964 -3.78518 2.10402
H -7.50178 -2.07452 2.55255
H -5.37709 -2.59896 1.32900
H -6.32121 -3.18518 -0.05306
H -6.03167 1.29492 -0.14105
H -6.67159 0.65278 -1.66988
H -2.78838 1.97286 -3.13216
H -0.48030 2.43560 -2.27370
H 0.78277 0.07111 -1.26379
H 1.37831 -1.23240 -0.20732
H 3.17668 -0.54482 -1.73943
H 2.97291 1.15661 -1.25584
H 6.02411 1.17202 1.12524
H 8.33163 0.51172 0.74186
H 8.86491 -1.42617 -0.70209
H 6.99699 -2.71668 -1.72609
H 4.18684 0.58395 2.14010
H 3.54781 1.83930 1.03196
H 1.76997 1.14600 2.56610
H 2.01786 -0.57175 2.13764
H -1.71020 1.32862 1.63041
H -3.99466 0.86994 0.82253
```

SMILES   CCOC(=O)COc1ccc(S(=O)(=O)N2CCN(c3ccccc3F)CC2)cc1
Energy above the lowest of the compared OMol25 structures with the same formula, charge and spin   1.19 kcal per mole
HOMO level   -0.290 Ha

Löwdin population analysis, charges in e, atoms 1 to 5:
1. C -0.06
2. C -0.21
3. O 0.00
4. C -0.49
5. O 0.15

---

3.
This record from the OMol25 dataset describes a 2-piece molecular cluster, C4H8N2O overall. The level of theory is ωB97M-V/def2-TZVPD.

```
15
C4H8N2O, DFT ωB97M-V/def2-TZVPD
C -0.67759 -1.09793 0.90880
C -0.39512 -0.04419 -0.12682
C -1.19492 1.17823 0.10413
N -1.99278 2.01875 0.19205
C 0.00698 -0.27157 -1.51139
N 1.24483 -0.18857 -0.80354
H -0.37521 -0.74388 1.90228
H -0.10706 -1.99154 0.65928
H -1.74749 -1.33707 0.94418
H -0.12578 0.59647 -2.14836
H -0.26847 -1.22402 -1.92729
H 1.64362 -1.12740 -0.64604
O 1.15296 1.27771 1.20164
H 1.02406 2.17595 0.88351
H 1.50727 0.79858 0.40644
```

SMILES   C[C@]1(C#N)CN1.O
Energy above the lowest of the compared OMol25 structures with the same formula, charge and spin   95.64 kcal per mole
HOMO level   -0.360 Ha

Löwdin population analysis, charges in e, atoms 1 to 5:
1. C -0.03
2. C -0.34
3. C -0.18
4. N 0.17
5. C -0.21

---

4.
This record from the OMol25 dataset describes one molecule with the formula C2H8N2. The level of theory is ωB97M-V/def2-TZVPD.

```
12
C2H8N2, DFT ωB97M-V/def2-TZVPD
C 1.37374 -0.47557 0.07455
N 0.32904 -0.21613 -0.88452
C -0.74440 0.64964 -0.48350
N -1.50190 0.30481 0.72927
H 1.00486 -0.58816 1.11237
H 1.84894 -1.43697 -0.11284
H 2.07421 0.35989 0.12970
H 0.00367 -1.04609 -1.35680
H -1.43468 0.76105 -1.32721
H -0.35043 1.64880 -0.31512
H -1.51677 -0.69528 0.88965
H -1.08629 0.73400 1.54448
```

SMILES   CNCN
Energy above the lowest of the compared OMol25 structures with the same formula, charge and spin   6.40 kcal per mole
HOMO level   -0.319 Ha

Löwdin population analysis, charges in e, atoms 1 to 5:
1. C -0.15
2. N -0.14
3. C -0.34
4. N -0.01
5. H 0.06

---

| no. | E (eV) |
| --- | --- |
| 1 | -21022.4127 |
| 2 | -47883.0985 |
| 3 | -9302.2459 |
| 4 | -5183.4606 |